#one
8
Properties=species:S:1:pos:R:3 method="wB97M-V/def2-TZVPD" homo_energy_ha="-0.19139 / -0.37706" gap_ev="5.678 / 5.968" multiplicity=3
C -0.7703 -0.0234 0.1581
N 0.1936 -0.3170 -0.8147
O -0.4066 -0.2868 1.3933
Cl -1.4599 1.7910 -0.0023
Cl -2.2241 -1.0442 -0.2150
H 0.0259 0.0044 -1.8322
H 1.1191 -0.3536 -0.3502
H -0.9909 0.3092 1.9038

***

#two
8
Properties=species:S:1:pos:R:3 method="wB97M-V/def2-TZVPD" homo_energy_ha="-0.18435 / -0.40327" gap_ev="5.558 / 7.073" multiplicity=3
C -2.3239 -1.7120 0.6088
N -2.4325 -2.8173 -0.1210
O -2.5852 -1.5224 1.7360
Cl -1.9130 -0.2912 -0.3894
Cl 2.4047 -0.1325 -0.3567
H -2.1772 -2.7671 -1.0753
H -2.3009 -3.6961 0.3597
H 1.3227 -0.4440 -1.0145

***

Going by the energies, #two is most stable and the next is 3.9 kcal/mol up.

***

#one
34
Properties=species:S:1:pos:R:3 method="wB97M-V/def2-TZVPD" homo_energy_ha=-0.28569 smiles=Cc1c[nH]c2ccccc12.Cc1ccccc1 gap_ev=8.719
C 1.2220 0.1353 -3.3789
C 1.7353 -0.9558 -2.4969
C 2.6499 -1.9088 -2.8159
N 2.9135 -2.7041 -1.7116
C 2.2965 -2.1327 -0.6214
C 2.3045 -2.6120 0.6900
C 1.5314 -1.9538 1.6163
C 0.8610 -0.7709 1.2233
C 0.7836 -0.3893 -0.0815
C 1.5447 -1.0460 -1.0751
H 1.2702 0.0437 -4.4565
H 1.7525 1.0496 -3.1038
H 0.1683 0.3082 -3.1419
H 3.1229 -2.2140 -3.7365
H 3.7252 -3.2943 -1.6557
H 2.9974 -3.4030 0.9525
H 1.2742 -2.3760 2.5784
H 0.3516 -0.2116 1.9984
H 0.2459 0.5055 -0.3751
C -3.3560 -0.2610 1.2241
C -2.6268 1.0532 1.2491
C -2.2277 1.6727 0.0597
C -1.4500 2.8186 0.1517
C -1.1063 3.3591 1.3789
C -1.4156 2.7143 2.5661
C -2.1099 1.5105 2.4509
H -3.0976 -0.8738 2.0929
H -3.2219 -0.8553 0.3249
H -4.4077 -0.1286 1.4104
H -2.5318 1.2124 -0.8702
H -1.1541 3.3667 -0.7303
H -0.5542 4.2922 1.3733
H -1.1660 3.0878 3.5477
H -2.3249 0.9613 3.3630

***

#two
34
Properties=species:S:1:pos:R:3 method="wB97M-V/def2-TZVPD" homo_energy_ha=-0.28739 smiles=Cc1c[nH]c2ccccc12.Cc1ccccc1 gap_ev=8.713
C -2.2633 -0.9884 -2.3017
C -2.5237 -1.2494 -0.8432
C -3.1035 -2.2553 -0.1340
N -2.9338 -2.0598 1.2252
C -2.2589 -0.8896 1.4082
C -1.7010 -0.3710 2.5753
C -1.0438 0.8559 2.5250
C -1.0368 1.5222 1.2968
C -1.3830 0.9553 0.0842
C -2.0888 -0.2332 0.1342
H -3.1869 -1.2118 -2.8282
H -1.3882 -1.5049 -2.7133
H -1.7886 0.0005 -2.3502
H -3.6806 -3.0808 -0.5047
H -3.4162 -2.4955 1.9769
H -1.7280 -0.8179 3.5565
H -0.5771 1.3171 3.3790
H -0.4206 2.4265 1.2435
H -1.4416 1.5059 -0.8545
C 2.5580 0.4308 -2.6781
C 2.5604 0.6294 -1.1523
C 1.7947 -0.3407 -0.4850
C 1.6919 -0.2305 0.8879
C 2.4587 0.6471 1.6420
C 3.3062 1.5544 0.9889
C 3.3081 1.5017 -0.4206
H 1.5324 0.5842 -3.0100
H 3.0419 -0.5226 -2.8909
H 3.0935 1.2074 -3.2101
H 1.2657 -1.1104 -1.0369
H 0.8671 -0.8260 1.2739
H 2.5611 0.5566 2.7145
H 4.0305 2.2166 1.4217
H 3.8943 2.2763 -0.9203

***

Going by the energies, #one is most stable and the next is 19.6 kcal/mol up.

***

#one
34
Properties=species:S:1:pos:R:3 method="wB97M-V/def2-TZVPD" homo_energy_ha=-0.28579 smiles=Cc1c[nH]c2ccccc12.Cc1ccccc1 gap_ev=8.604
C 3.6406 1.4083 0.0288
C 2.5118 0.8500 -0.7896
C 1.8584 1.5347 -1.7630
N 0.8886 0.7516 -2.3343
C 0.9756 -0.5161 -1.8149
C 0.0729 -1.5801 -1.8531
C 0.3381 -2.7165 -1.1296
C 1.4215 -2.7344 -0.2345
C 2.1646 -1.5982 0.0043
C 1.9997 -0.4944 -0.8432
H 4.2504 2.1044 -0.5552
H 4.4264 0.6684 0.2136
H 3.2137 1.8250 0.9065
H 2.1176 2.5171 -2.1294
H 0.2529 1.0182 -3.0611
H -0.7407 -1.5354 -2.5723
H -0.2584 -3.6061 -1.1459
H 1.6361 -3.5947 0.3665
H 2.9594 -1.6378 0.7395
C -3.4496 0.0511 -0.5911
C -2.5618 0.2463 0.6109
C -2.7378 -0.4742 1.7764
C -2.0448 -0.0808 2.9223
C -1.2114 1.0167 2.9305
C -0.9681 1.6667 1.7159
C -1.6530 1.3036 0.5779
H -2.8026 -0.4352 -1.3290
H -3.8368 0.9822 -1.0114
H -4.3553 -0.5337 -0.4291
H -3.3140 -1.3829 1.8392
H -2.1560 -0.7381 3.7795
H -0.8936 1.5084 3.8402
H -0.1458 2.3601 1.6939
H -1.5988 1.8462 -0.3591

***

#two
34
Properties=species:S:1:pos:R:3 method="wB97M-V/def2-TZVPD" homo_energy_ha=-0.28894 smiles=Cc1c[nH]c2ccccc12.Cc1ccccc1 gap_ev=8.755
C 1.6103 2.2040 -0.1284
C 1.3783 1.0271 0.7442
C 2.2985 0.1005 1.1013
N 1.7407 -0.8139 1.9969
C 0.4276 -0.4678 2.1861
C -0.5583 -1.0828 2.9816
C -1.8431 -0.6340 2.7564
C -2.1446 0.5368 2.0320
C -1.1311 1.2300 1.3991
C 0.1782 0.7124 1.4877
H 1.4570 3.1472 0.3938
H 0.9566 2.2760 -0.9990
H 2.5973 2.1827 -0.5903
H 3.3561 0.0924 0.9064
H 2.2156 -1.6953 2.1208
H -0.3407 -1.9336 3.6129
H -2.6866 -1.2391 3.0568
H -3.1077 1.0234 2.0896
H -1.1737 2.1636 0.8361
C -2.0617 1.2318 -2.2965
C -0.9721 0.1866 -2.2538
C -0.0399 0.1189 -3.3008
C 0.9464 -0.8446 -3.2974
C 1.0025 -1.7774 -2.2571
C 0.1449 -1.6714 -1.1787
C -0.9087 -0.7595 -1.2453
H -1.7171 2.1731 -1.8655
H -2.9254 0.9420 -1.6923
H -2.4398 1.2992 -3.3156
H -0.0530 0.8959 -4.0570
H 1.6709 -0.9720 -4.0868
H 1.7763 -2.5279 -2.2750
H 0.2139 -2.3529 -0.3396
H -1.6080 -0.6917 -0.4267

***

Going by the energies, #two is most stable and the next is 7.1 kcal/mol up.

***

#one
12
Properties=species:S:1:pos:R:3 method="wB97M-V/def2-TZVPD" homo_energy_ha=-0.32874 gap_ev=10.123
C 0.4339 -0.1942 -1.3278
C -1.2380 -1.7726 -0.5318
N 0.9535 3.0982 0.5632
N 0.9044 2.3900 1.4340
N 0.7623 1.6444 2.3701
N -0.3114 -0.6417 -0.4305
H 0.7480 -0.6561 -2.2473
H 0.7961 0.8314 -1.1989
H -1.4280 -2.3555 0.4462
H -2.2700 -1.4520 -0.8685
H -0.8155 -2.4128 -1.2784
H 1.4647 1.5210 3.0696

***

#two
12
Properties=species:S:1:pos:R:3 method="wB97M-V/def2-TZVPD" homo_energy_ha="-0.32708 / -0.32714" gap_ev="9.462 / 9.463"
C 0.0472 1.2072 0.3054
C 1.2891 -0.2715 -0.3564
N -0.5786 -1.3510 0.4608
N -0.8240 0.4979 1.0412
N -1.6586 -0.3443 0.2216
N 0.2415 -1.1193 -0.5680
H -2.4144 -0.6457 0.8327
H -0.2366 -0.9760 -1.4626
H -0.2356 1.5683 -0.6846
H 0.6730 1.8651 0.9007
H 1.8494 -0.4543 0.5510
H 1.8476 0.0237 -1.2420

***

Going by the energies, #one is most stable and the next is 49.9 kcal/mol up.

***

#one
13
Properties=species:S:1:pos:R:3 method="wB97M-V/def2-TZVPD" homo_energy_ha=-0.55147 gap_ev=8.423 charge=+1
H 2.7736 -0.2924 -0.2744
N 2.1889 0.4537 -0.0383
C 0.9570 0.2313 0.0611
C 0.2168 -1.1712 -0.0028
C -1.2547 -1.0015 0.0997
N -1.8352 0.1462 -0.0570
C -1.2204 1.2883 -0.0469
N 0.1286 1.3626 0.1634
H 0.3388 -1.7177 0.8685
H 0.7232 -1.7880 -0.8499
H -1.8771 -1.8249 0.3461
H -1.9113 2.0791 -0.2978
H 0.7717 2.2344 0.0285

***

#two
13
Properties=species:S:1:pos:R:3 method="wB97M-V/def2-TZVPD" homo_energy_ha="-0.56532 / -0.56785" gap_ev="7.367 / 8.562" charge=+1
C -0.5448 0.9371 -0.2652
C -0.5736 -0.5129 0.3550
C 0.8397 1.3737 -0.6501
C 0.5644 -1.4283 0.2886
N -1.6687 1.4259 -0.2161
N -2.7238 -0.2547 1.1921
N -1.7660 -0.7181 0.8272
H 0.8422 2.3584 -0.8756
H 1.1320 0.7260 -1.5038
H 1.4890 1.1881 0.2509
H 0.9351 -1.5597 -0.8001
H 0.1253 -2.3764 0.4715
H 1.3494 -1.1592 0.9256

***

#three
13
Properties=species:S:1:pos:R:3 method="wB97M-V/def2-TZVPD" homo_energy_ha="-0.52779 / -0.54572" gap_ev="7.168 / 9.016" charge=+1
C -1.9622 -0.9780 -0.3698
C -1.2582 0.2087 -0.4804
C 1.8546 0.5217 -0.2808
C 1.6977 -0.6732 0.4468
N -2.5454 -0.1987 0.5300
N 0.8908 0.4487 0.6362
N -2.2489 1.1135 0.0187
H -2.0127 -2.0651 -0.7251
H 2.6328 1.3426 -0.1471
H 1.3934 0.6482 -1.2579
H 1.2263 -1.4557 -0.2399
H 2.3392 -0.8345 1.3008
H -2.0075 1.9217 0.5685

***

#four
13
Properties=species:S:1:pos:R:3 method="wB97M-V/def2-TZVPD" homo_energy_ha=-0.55271 smiles="N=[N+]=C1CCC=N1" gap_ev=9.174 charge=+1
N -1.5777 2.5570 0.2831
N -1.3278 1.4126 0.1078
C -0.8051 0.3068 -0.0974
C 0.9202 0.3253 -0.1656
C 1.0840 -1.1637 0.2343
C -0.2225 -1.8377 0.0186
N -1.2439 -0.9858 -0.0506
H -1.9651 3.1043 -0.5171
H 1.0724 0.5721 -1.2071
H 1.3444 1.2416 0.2910
H 1.2834 -1.1913 1.2651
H 1.9092 -1.5174 -0.2843
H -0.4714 -2.8238 0.1223

***

Going by the energies, #one is most stable and the next is 47.6 kcal/mol up.

***

#one
70
Properties=species:S:1:pos:R:3 method="wB97M-V/def2-TZVPD" homo_energy_ha="-0.15493 / -0.27538" gap_ev="4.356 / 6.807" multiplicity=3
Ni -4.3378 2.4640 -1.4515
C -4.2257 3.3086 -3.0616
C -4.1355 4.2251 -1.9481
C -5.2736 4.7233 -1.1081
C -6.4617 3.7118 -0.9356
C -6.0336 2.2775 -0.7662
C -5.7309 1.2867 -1.7437
C -5.7948 1.3767 -3.2503
C -5.4491 2.8168 -3.7534
C -1.7856 -0.6715 0.1057
H -3.3169 3.1724 -3.6362
H -3.2002 4.7888 -1.9152
H -5.6112 5.6679 -1.5364
H -4.8967 5.0134 -0.1205
H -6.9955 3.9582 -0.0048
H -7.1597 3.8280 -1.7613
H -6.0451 1.9327 0.2907
H -5.6639 0.2759 -1.3485
H -6.7589 1.0376 -3.6484
H -5.0564 0.6760 -3.6754
H -5.3036 2.7620 -4.8281
H -6.2681 3.5136 -3.5412
H -1.8449 -0.4635 -0.9726
H -2.0656 -1.7069 0.3022
H -0.7403 -0.5115 0.4095
P -2.8141 0.5588 0.9112
P -0.9752 3.2119 -1.5918
N -4.3173 -0.3725 0.8319
N -2.3811 0.4306 2.5321
N -0.8917 3.6798 -3.5423
N 0.5102 3.8432 -1.1310
C -2.9687 2.3992 0.6682
C -1.7828 3.2576 0.2027
C -4.5901 -1.3313 -0.1656
C -5.8741 -1.8402 0.0165
C -6.4379 -1.1433 1.1468
C -5.4840 -0.2389 1.6004
C -2.0640 -0.8119 3.0954
C -1.9697 -0.6583 4.4705
C -2.2380 0.7190 4.7697
C -2.4831 1.3680 3.5667
C -1.3247 2.8154 -4.5428
C -1.4380 3.4753 -5.7621
C -1.1520 4.8478 -5.4844
C -0.9002 4.9455 -4.1091
C 1.0583 5.1124 -1.3439
C 2.2528 5.1653 -0.6722
C 2.4417 3.9063 0.0103
C 1.3576 3.1277 -0.2628
H -3.1859 2.8020 1.6682
H -3.9420 2.6933 0.1560
H -2.1755 4.2977 0.2410
H -0.9634 3.2018 0.9424
H -3.8656 -1.5631 -0.9146
H -6.3497 -2.5883 -0.5949
H -7.4181 -1.3144 1.5652
H -5.4944 0.4429 2.4272
H -1.9024 -1.6625 2.4477
H -1.7302 -1.4526 5.1686
H -2.2431 1.1806 5.7496
H -2.6854 2.4116 3.3565
H -1.5580 1.7846 -4.3222
H -1.7253 3.0127 -6.6928
H -1.0974 5.6656 -6.1865
H -0.7063 5.7896 -3.4686
H 0.5431 5.8189 -1.9675
H 2.9564 5.9974 -0.6614
H 3.3030 3.6172 0.6198
H 1.0970 2.1265 0.0352
Br -0.3819 1.1773 -2.0943

***

#two
70
Properties=species:S:1:pos:R:3 method="wB97M-V/def2-TZVPD" homo_energy_ha="-0.22659 / -0.26702" gap_ev="5.105 / 6.801" multiplicity=3
Ni -3.1461 -2.2340 -0.1633
C -4.8451 -3.0877 -1.0230
C -5.4777 -1.9497 -1.4440
C -6.8142 -1.4525 -0.8863
C -7.1310 -1.9058 0.5735
C -5.9674 -1.9214 1.5162
C -4.9169 -2.7601 1.6251
C -4.7048 -4.1542 1.1383
C -5.3887 -4.2681 -0.2537
C -1.1767 -0.6192 1.6028
H -3.8262 -3.3231 -1.3448
H -5.2607 -1.5333 -2.4637
H -7.6055 -1.8716 -1.5572
H -6.7939 -0.3342 -0.9390
H -7.7989 -1.1261 0.9751
H -7.7123 -2.8459 0.5794
H -6.0750 -1.1096 2.2584
H -4.3318 -2.6384 2.5491
H -5.0424 -4.8930 1.8846
H -3.6013 -4.2749 1.0509
H -5.0724 -5.2116 -0.7378
H -6.4992 -4.3092 -0.1969
H -1.2356 -1.6318 1.1109
H -0.7126 -0.7272 2.6119
H -0.5404 0.0237 0.9633
P -2.8233 -0.0527 1.3663
P -2.9650 -1.1104 -2.4195
N -3.3099 -0.5717 3.0517
N -2.4183 1.6425 1.6427
N -2.7835 -2.8283 -3.4621
N -1.9617 -0.1770 -3.4694
C -4.1122 0.3410 -0.0866
C -3.7979 0.4342 -1.6415
C -2.8235 -1.8024 3.5220
C -3.5388 -2.1681 4.6705
C -4.4623 -1.1088 4.9192
C -4.3094 -0.1325 3.9225
C -1.4460 1.9352 2.6217
C -1.5732 3.2722 2.9450
C -2.6654 3.8154 2.1776
C -3.1703 2.8026 1.3812
C -2.5371 -4.0536 -2.8085
C -2.7449 -5.1319 -3.6632
C -3.2553 -4.5622 -4.8616
C -3.3243 -3.1662 -4.6852
C -2.2394 0.0792 -4.8298
C -1.3943 1.0765 -5.3137
C -0.5462 1.4801 -4.2055
C -0.9169 0.7090 -3.1097
H -4.5245 1.3445 0.0968
H -4.8599 -0.4296 0.1575
H -4.7246 0.6305 -2.2723
H -3.0778 1.2775 -1.8181
H -2.1294 -2.4222 2.9691
H -3.4640 -3.1014 5.2163
H -5.1661 -1.0411 5.7324
H -4.8158 0.8179 3.7006
H -0.7028 1.2028 2.9533
H -1.0314 3.7811 3.7367
H -3.1208 4.7975 2.2813
H -3.9903 2.8102 0.6534
H -2.2515 -4.1835 -1.7591
H -2.7088 -6.1853 -3.3545
H -3.6077 -5.0744 -5.7418
H -3.8659 -2.4714 -5.3088
H -2.9837 -0.4814 -5.3824
H -1.3540 1.4725 -6.3447
H 0.2427 2.2515 -4.2306
H -0.4616 0.6380 -2.1277
Br -0.8125 -2.1438 -1.2277

***

Going by the energies, #one is most stable and the next is 29.8 kcal/mol up.

***

#one
12
Properties=species:S:1:pos:R:3 method="wB97M-V/def2-TZVPD" homo_energy_ha=-0.32429 smiles=Cc1cc(F)[nH]n1 gap_ev=9.606
C -1.9711 -0.1692 -0.1458
C -0.4350 -0.0073 0.0550
C 0.5574 -0.9759 0.0404
C 1.7817 -0.2046 -0.0316
F 3.1783 -0.3647 -0.1446
N 1.4549 1.1294 -0.1158
N 0.1751 1.3156 -0.0584
H -2.3100 -0.1116 0.9119
H -2.4703 0.7141 -0.7588
H -2.3788 -1.1280 -0.5021
H 0.3990 -2.0388 0.1347
H 2.0186 1.8411 0.6151

***

#two
12
Properties=species:S:1:pos:R:3 method="wB97M-V/def2-TZVPD" homo_energy_ha=-0.34216 smiles=Cc1cc(F)[nH]n1 gap_ev=10.338
C -1.8880 -0.2514 0.0661
C -0.4369 0.0500 -0.0163
C 0.6449 -0.9005 -0.0710
C 1.7206 -0.0661 0.0096
F 3.0037 -0.4212 0.0593
N 1.3821 1.1919 0.0419
N 0.0137 1.3093 -0.0434
H -2.2851 -0.5042 1.0983
H -2.4909 0.6056 -0.2042
H -2.1247 -1.0655 -0.6829
H 0.5157 -1.9628 -0.1285
H 1.9450 2.0148 -0.1288

***

Going by the energies, #two is most stable and the next is 41.8 kcal/mol up.